6
Properties=species:S:1:pos:R:3:forces:R:3:mulliken_charge:R:1 method="wB97M-V/def2-TZVPD" multiplicity=1 largest_force_ev_per_a=2.832 total_charge=0 energy_ha=-5378.64444 relative_energy_kj_mol=449.6
C 2.379 -0.239 -0.647 1.209 -0.060 -0.157 -0.37
C -1.460 0.041 0.339 0.079 -2.647 0.001 0.41
N 1.229 -0.189 -0.503 -2.766 0.332 0.509 -0.30
F -1.029 0.225 1.527 0.202 -0.354 -0.727 -0.01
Br -1.872 -1.813 -0.250 0.940 2.211 0.812 0.11
Br -2.586 1.310 -0.287 0.335 0.518 -0.437 0.17

88
Properties=species:S:1:pos:R:3:forces:R:3:mulliken_charge:R:1 method="wB97M-V/def2-TZVPD" multiplicity=1 largest_force_ev_per_a=1.105 total_charge=+1 energy_ha=-4012.97849
Be -0.081 0.425 0.399 -0.353 -0.595 -0.862 -0.71
C 1.435 1.656 4.935 0.064 0.021 -0.094 -1.45
C 0.694 0.748 4.017 -0.091 -0.225 -0.023 0.44
C -0.083 -0.354 4.317 -0.176 0.134 -0.041 -1.05
C -0.539 -0.874 3.101 0.251 -0.064 0.082 -0.35
N -0.066 -0.100 2.098 -0.076 0.460 -0.031 0.30
N 0.707 0.866 2.686 -0.042 -0.066 0.361 0.65
B 1.662 1.669 1.807 0.004 -0.047 -0.142 -1.02
N 0.841 2.670 1.002 0.017 0.381 0.077 0.57
N -0.071 2.193 0.101 0.092 -0.227 0.313 0.47
C -0.483 3.258 -0.616 -0.010 0.158 0.066 -0.32
C 0.133 4.407 -0.117 0.136 -0.048 -0.029 -0.92
C 0.975 3.995 0.899 -0.210 -0.002 -0.147 0.46
C 1.880 4.810 1.759 0.043 -0.118 0.023 -1.42
C -1.439 3.252 -1.786 -0.139 -0.081 -0.020 2.67
C -1.076 2.129 -2.763 0.054 0.066 0.101 -1.36
C -1.324 4.577 -2.549 0.031 -0.022 0.082 -2.21
C -2.873 3.130 -1.247 0.066 -0.043 -0.002 -1.32
N 2.288 0.690 0.785 0.501 -0.018 0.122 0.22
N 1.516 0.008 -0.120 0.023 0.187 0.117 0.91
C 2.354 -0.637 -0.939 0.113 -0.011 0.012 0.01
C 3.669 -0.387 -0.536 0.020 0.106 0.055 -1.19
C 3.590 0.462 0.551 -0.109 -0.190 -0.213 0.47
C 4.694 1.056 1.355 -0.099 0.060 0.050 -1.48
C 1.976 -1.522 -2.102 -0.109 -0.021 -0.044 2.59
C 2.302 -2.972 -1.709 -0.049 0.047 -0.016 -1.74
C 0.495 -1.407 -2.445 0.204 0.009 0.067 -0.89
C 2.796 -1.101 -3.329 -0.028 -0.022 0.049 -1.84
C -1.225 -2.223 2.963 -0.061 -0.066 -0.173 2.71
C -1.044 -3.004 4.272 0.108 0.057 -0.034 -2.30
C -2.739 -2.126 2.715 0.016 0.034 0.024 -1.38
C -0.530 -2.998 1.833 0.083 0.091 0.190 -0.66
H 1.198 1.408 5.966 -0.009 0.004 0.005 0.39
H 1.166 2.697 4.756 0.008 -0.003 0.031 0.26
H 2.513 1.561 4.796 -0.009 0.015 0.019 0.27
H -0.281 -0.726 5.305 -0.003 -0.059 -0.010 0.55
H 2.502 2.201 2.454 0.038 0.073 0.033 -0.08
H 0.019 5.418 -0.465 -0.034 -0.011 -0.022 0.55
H 1.708 5.866 1.567 0.006 0.007 -0.001 0.40
H 2.928 4.587 1.554 -0.005 0.015 0.007 0.25
H 1.696 4.613 2.815 0.017 0.031 0.002 0.24
H -0.038 2.244 -3.084 -0.009 -0.027 -0.035 0.46
H -1.710 2.185 -3.651 0.022 0.016 0.009 0.60
H -1.189 1.148 -2.308 -0.020 -0.026 0.004 -0.29
H -0.294 4.766 -2.855 -0.018 0.036 -0.019 0.48
H -1.675 5.416 -1.948 0.032 0.024 -0.016 0.38
H -1.941 4.535 -3.447 -0.028 -0.019 0.014 0.43
H -3.004 2.205 -0.688 -0.045 0.035 -0.040 0.02
H -3.087 3.963 -0.575 -0.019 0.011 -0.029 0.45
H -3.593 3.164 -2.068 -0.002 0.007 -0.005 0.38
H 4.573 -0.763 -0.983 -0.015 -0.013 -0.015 0.55
H 5.649 0.679 0.999 0.004 0.001 0.001 0.42
H 4.589 0.806 2.411 0.033 -0.005 -0.003 0.29
H 4.696 2.144 1.271 0.036 -0.008 0.002 0.25
H 1.741 -3.257 -0.817 0.008 -0.036 0.001 0.22
H 3.364 -3.090 -1.493 0.002 -0.013 0.020 0.40
H 2.041 -3.657 -2.519 0.003 0.026 -0.022 0.44
H -0.110 -1.557 -1.555 0.006 -0.073 -0.062 -0.87
H 0.234 -2.161 -3.190 -0.026 0.014 -0.019 0.67
H 0.265 -0.421 -2.855 -0.037 -0.037 0.037 0.05
H 3.866 -1.231 -3.170 0.004 -0.008 -0.003 0.36
H 2.610 -0.052 -3.563 0.032 -0.004 -0.030 0.37
H 2.507 -1.701 -4.194 0.008 -0.024 0.014 0.46
H -1.620 -2.548 5.078 0.028 -0.047 0.031 0.42
H 0.004 -3.059 4.569 -0.002 0.010 0.029 0.50
H -1.408 -4.023 4.138 -0.041 0.011 -0.024 0.47
H -3.181 -1.327 3.312 -0.030 -0.043 0.036 0.33
H -3.212 -3.068 2.998 0.008 0.012 0.018 0.43
H -2.964 -1.936 1.673 -0.047 0.083 -0.028 0.11
H 0.501 -3.229 2.109 0.011 -0.004 -0.008 0.41
H -0.511 -2.407 0.916 0.086 0.008 0.282 -1.02
H -1.054 -3.938 1.647 0.010 0.000 0.038 0.64
C -1.889 -3.710 -1.122 0.139 -0.029 0.077 0.20
N -2.470 -2.763 -2.056 -0.156 0.022 -0.125 0.46
C -3.024 -3.133 -3.262 -0.086 0.030 -0.093 -0.61
C -3.634 -2.043 -3.770 0.024 -0.099 -0.056 -0.61
N -3.443 -1.015 -2.874 -0.014 -0.237 0.025 0.15
C -4.057 0.293 -3.013 -0.054 0.266 -0.072 -0.98
C -2.719 -1.459 -1.827 0.390 0.253 0.028 0.00
Se -2.237 -0.440 -0.331 -0.405 0.034 0.315 -0.38
H -1.284 -4.431 -1.668 0.018 0.025 -0.050 0.41
H -2.678 -4.235 -0.585 -0.025 0.027 -0.017 0.34
H -1.270 -3.185 -0.402 -0.167 -0.081 -0.327 -0.57
H -2.946 -4.132 -3.653 0.017 -0.009 0.061 0.49
H -4.182 -1.915 -4.686 -0.011 0.040 0.029 0.54
H -5.063 0.168 -3.408 0.003 -0.045 0.021 0.50
H -3.483 0.924 -3.688 0.019 -0.064 0.016 0.29
H -4.108 0.772 -2.040 0.029 -0.060 0.009 0.30